# 1
{"formula": "C33H40Cl7N3NiO4SbSi3", "method": "ωB97M-V/def2-TZVPD", "elements": ["Ni", "C", "O", "C", "C", "C", "C", "C", "C", "N", "N", "C", "C", "C", "C", "O", "C", "N", "C", "C", "C", "C", "H", "H", "H", "H", "H", "H", "H", "H", "H", "H", "H", "H", "Cl", "C", "C", "C", "Cl", "C", "Cl", "C", "Cl", "C", "Cl", "C", "Si", "C", "C", "Sb", "Si", "C", "C", "C", "Si", "C", "C", "C", "H", "H", "H", "H", "H", "H", "H", "H", "H", "H", "H", "H", "H", "H", "H", "H", "H", "H", "H", "H", "H", "H", "H", "H", "H", "H", "H", "Cl", "C", "Cl", "C", "O", "O", "H"], "xyz": [[-1.252264, -0.461991, -0.167910], [5.202031, -7.013998, -1.475212], [4.280868, -6.724428, -0.449486], [4.546182, -5.642089, 0.339904], [5.771618, -4.981523, 0.374166], [5.936784, -3.871701, 1.181904], [4.882183, -3.376147, 1.966972], [3.661916, -4.092571, 1.957496], [3.507388, -5.203982, 1.163392], [5.088545, -2.200839, 2.628102], [4.150401, -1.625041, 3.311931], [2.981983, -1.135162, 2.910856], [2.082123, -0.702834, 3.918784], [0.788311, -0.346367, 3.650564], [0.256336, -0.365809, 2.336012], [-0.942272, -0.056491, 2.063326], [1.180553, -0.709171, 1.269542], [0.691279, -0.637260, 0.007402], [1.465330, -0.957420, -1.009787], [2.810253, -1.278342, -0.851844], [3.353643, -1.275026, 0.413281], [2.534205, -1.046855, 1.525166], [4.743070, -7.788344, -2.085438], [6.151235, -7.387816, -1.077418], [5.395583, -6.132337, -2.093787], [6.602745, -5.314830, -0.232754], [6.875529, -3.332504, 1.193195], [2.837084, -3.747644, 2.568184], [2.566158, -5.738081, 1.136242], [2.447857, -0.708038, 4.937873], [0.126075, -0.047283, 4.453286], [1.019460, -0.916721, -1.995897], [3.420211, -1.502082, -1.715688], [4.412985, -1.431862, 0.537402], [-1.644636, -0.692300, -2.917264], [-3.145923, -0.725579, -2.051388], [-3.059521, -0.490245, -0.679339], [-4.249502, -0.579559, 0.029284], [-4.171328, -0.434056, 1.745163], [-5.463848, -0.847754, -0.592318], [-6.923135, -0.903999, 0.320592], [-5.507644, -1.067051, -1.967238], [-7.000449, -1.420721, -2.750826], [-4.329350, -1.023227, -2.707548], [-4.351562, -1.320313, -4.405924], [2.258523, 2.618530, -0.996454], [0.937908, 3.141940, 0.258568], [0.770903, 5.024363, 0.077408], [1.598472, 2.862260, 2.007021], [-1.293871, 1.906740, -0.320904], [-2.876120, 3.110216, 1.383990], [-2.494466, 4.975073, 1.462137], [-4.658550, 2.985431, 0.745532], [-2.662223, 2.407565, 3.122426], [-1.820581, 3.018055, -2.622256], [-1.697702, 4.911954, -2.528404], [-0.637907, 2.500825, -4.012709], [-3.591796, 2.617322, -3.152794], [3.222521, 3.073745, -0.756416], [1.982449, 2.927046, -2.007460], [2.393366, 1.538791, -1.003596], [1.741360, 5.494672, 0.255720], [0.062309, 5.436506, 0.795188], [0.437443, 5.308888, -0.919910], [2.460654, 3.509103, 2.186206], [1.915106, 1.833495, 2.162090], [0.841443, 3.085774, 2.762050], [-2.262139, 5.391576, 0.481392], [-1.648290, 5.178726, 2.120442], [-3.359114, 5.515324, 1.855543], [-4.778566, 3.550917, -0.181270], [-5.352623, 3.395362, 1.483369], [-4.946810, 1.952608, 0.555064], [-1.945891, 2.992820, 3.703216], [-2.280401, 1.389182, 3.048636], [-3.610833, 2.379435, 3.663026], [-0.669473, 5.248414, -2.668394], [-2.050674, 5.303128, -1.573872], [-2.303353, 5.361328, -3.319319], [0.406997, 2.567404, -3.702254], [-0.775338, 3.158255, -4.874630], [-0.823923, 1.477065, -4.332742], [-4.319967, 3.057026, -2.468126], [-3.772748, 1.542323, -3.180390], [-3.782164, 3.016464, -4.152084], [0.210086, -4.760835, 0.719331], [-1.272368, -4.771131, -0.248776], [-0.892348, -5.164740, -1.942390], [-2.012451, -3.393013, -0.232622], [-3.233359, -3.454075, -0.287766], [-1.221648, -2.410342, -0.200734], [-1.920327, -5.554132, 0.124968]], "forces_ev_per_angstrom": [[-0.258, -1.281, 0.252], [-0.056, -0.001, 0.061], [-0.066, -0.235, -0.150], [0.136, 0.233, 0.226], [-0.118, -0.228, -0.136], [-0.258, 0.280, 0.225], [-0.625, 0.063, -1.697], [0.307, 0.160, 0.096], [0.141, -0.261, -0.111], [-0.172, -0.554, 1.985], [1.706, 1.516, 0.533], [-1.015, -0.698, -1.088], [0.194, -0.066, -0.334], [0.019, 0.010, 0.301], [-1.236, 0.393, 0.185], [1.091, -0.316, 0.524], [0.823, -0.129, -0.609], [0.200, -0.074, 0.468], [-0.077, 0.050, -0.191], [0.127, 0.144, 0.308], [0.077, -0.018, -0.402], [-0.689, -0.142, 0.482], [0.017, -0.010, -0.007], [0.007, 0.015, 0.003], [0.015, -0.003, -0.007], [-0.019, -0.022, -0.009], [0.018, -0.010, 0.022], [-0.018, -0.021, -0.039], [0.109, -0.033, 0.001], [0.074, -0.037, -0.003], [-0.039, -0.006, -0.046], [-0.094, -0.076, 0.039], [-0.013, 0.047, -0.024], [-0.008, -0.149, 0.065], [-0.047, -0.168, -0.734], [-0.209, 0.050, 0.454], [-0.268, -0.170, -0.651], [0.314, 0.036, -0.129], [-0.054, 0.026, 0.208], [-0.043, 0.062, -0.100], [-0.055, -0.022, 0.085], [0.097, -0.048, 0.033], [-0.067, 0.019, -0.014], [-0.011, -0.002, -0.017], [0.003, 0.011, -0.029], [-0.278, -0.023, 0.142], [0.439, 0.371, -0.129], [-0.162, -0.256, -0.012], [-0.347, -0.166, -0.209], [0.166, 1.631, 0.157], [-0.356, 0.365, 0.033], [0.080, -0.277, -0.120], [0.357, -0.138, 0.032], [0.071, -0.143, -0.335], [-0.205, 0.300, -0.373], [0.013, -0.213, 0.130], [-0.035, -0.109, 0.368], [0.227, -0.098, 0.232], [-0.025, 0.056, 0.059], [-0.015, 0.015, 0.013], [0.037, -0.094, 0.005], [0.058, -0.079, 0.016], [0.045, 0.020, -0.017], [0.032, 0.014, 0.036], [-0.013, 0.062, -0.106], [0.038, -0.096, 0.037], [-0.007, 0.004, 0.006], [-0.038, 0.023, 0.044], [0.000, -0.019, 0.008], [-0.055, -0.077, 0.041], [0.038, 0.019, 0.006], [0.050, 0.032, 0.053], [-0.034, 0.012, -0.029], [-0.002, 0.064, -0.060], [0.001, -0.030, 0.076], [-0.045, 0.089, -0.069], [-0.012, -0.011, -0.018], [-0.016, 0.027, -0.049], [-0.022, -0.068, -0.045], [-0.002, 0.035, -0.002], [-0.063, 0.071, 0.041], [-0.022, 0.010, -0.006], [0.014, 0.002, 0.012], [-0.002, 0.033, -0.017], [0.068, 0.047, -0.014], [-0.074, -0.017, 0.043], [-0.133, 0.355, 0.035], [0.021, -0.065, -0.139], [-0.136, -0.379, -0.003], [0.110, 0.076, 0.035], [0.288, 0.261, 0.058], [-0.011, 0.029, 0.004]], "mulliken_charge": [-0.18, -0.90, -0.44, 0.66, -0.26, -0.44, -0.40, 0.14, -0.73, -1.01, -0.33, 0.35, -0.47, -0.87, 0.46, -0.24, -0.30, 0.80, -0.75, -1.37, -0.65, 1.26, 0.24, 0.32, 0.37, 0.35, 0.43, 0.46, 0.52, 0.43, 0.43, 0.37, 0.47, 0.79, -0.13, 1.38, -1.91, 0.48, -0.13, 0.37, -0.21, 0.37, -0.23, 0.11, -0.19, -0.81, 0.59, -1.07, -0.68, -0.97, 0.78, -1.22, -0.73, -0.76, 0.76, -1.22, -1.00, -0.63, 0.43, 0.28, 0.03, 0.42, 0.26, 0.16, 0.47, -0.01, 0.23, 0.19, 0.29, 0.42, 0.23, 0.42, 0.07, 0.37, -0.07, 0.44, 0.34, 0.19, 0.44, 0.20, 0.38, 0.28, 0.23, 0.00, 0.45, -0.10, -0.30, -0.23, 0.23, -0.65, 0.00, 0.43], "total_charge": -1, "e_above_lowest_kj_mol": 192.7, "gap_ev": [5.348, 5.344], "e_tot_ha": -7585.2509}

=====

# 2
{"formula": "C33H40ClLuNO7P", "method": "ωB97M-V/def2-TZVPD", "elements": ["Lu", "O", "C", "O", "C", "O", "C", "C", "O", "O", "H", "H", "H", "H", "H", "C", "C", "C", "P", "C", "C", "C", "C", "C", "C", "C", "C", "C", "C", "N", "C", "C", "C", "C", "C", "C", "C", "C", "C", "H", "H", "H", "H", "H", "H", "H", "H", "H", "H", "H", "H", "H", "H", "H", "H", "H", "H", "H", "H", "H", "H", "H", "H", "H", "H", "H", "H", "H", "H", "H", "Cl", "C", "C", "C", "C", "O", "C", "C", "O", "C", "H", "H", "H", "H"], "xyz": [[0.404270, -0.977089, -0.487577], [2.743535, -0.525699, -4.206904], [1.808642, -0.480036, -3.272044], [2.048830, -0.256983, -2.105344], [0.437786, -0.714751, -3.844557], [-0.503191, -0.896963, -2.806878], [-1.416823, -2.007664, -2.968903], [-1.416415, -2.924887, -1.752484], [-1.689948, -4.090120, -1.910782], [-1.139281, -2.317647, -0.623883], [3.594231, -0.335321, -3.781776], [0.491162, -1.581598, -4.498745], [0.181787, 0.165529, -4.436150], [-1.158834, -2.601840, -3.839764], [-2.422720, -1.604630, -3.087175], [1.818015, 0.038458, 3.014094], [0.429123, -0.382753, 3.510258], [0.032204, 0.509532, 4.686019], [-0.704782, -0.428882, 2.040231], [-2.150040, -1.520148, 2.451524], [-2.549918, -1.647330, 3.918745], [-3.352293, -1.139004, 1.583194], [-1.327204, 1.250977, 1.810262], [-2.160086, 1.902417, 2.722050], [-2.625155, 3.191130, 2.527864], [-3.506095, 3.880945, 3.540945], [-2.211966, 3.832669, 1.359954], [-1.408473, 3.210121, 0.423675], [-0.961727, 1.883027, 0.599522], [-0.214486, 1.206842, -0.357249], [0.121186, 1.957067, -1.526309], [1.394999, 2.548969, -1.623881], [2.349577, 2.482337, -0.462063], [1.756316, 3.214795, -2.787918], [0.880450, 3.339492, -3.866295], [1.306161, 4.049341, -5.130452], [-0.389995, 2.800492, -3.731066], [-0.788869, 2.121089, -2.575474], [-2.203636, 1.614389, -2.462152], [2.532929, 0.030826, 3.841108], [1.780880, 1.060609, 2.620439], [2.190901, -0.620283, 2.231121], [0.472744, -1.423951, 3.846915], [-0.023059, 1.554053, 4.377510], [0.800901, 0.435082, 5.461607], [-0.920369, 0.233305, 5.136072], [-1.803941, -2.500237, 2.112989], [-2.954583, -0.713315, 4.315539], [-1.717192, -1.961505, 4.550475], [-3.334320, -2.404840, 4.009133], [-3.797452, -0.202825, 1.924250], [-4.110273, -1.923788, 1.640685], [-3.076476, -1.022962, 0.536915], [-2.460755, 1.383284, 3.626155], [-3.938815, 3.162701, 4.239564], [-4.328412, 4.412176, 3.057149], [-2.945835, 4.613990, 4.127771], [-2.540388, 4.851562, 1.172762], [-1.126271, 3.747434, -0.473436], [2.573129, 1.457081, -0.173290], [1.919513, 2.970575, 0.416496], [3.291122, 2.976345, -0.707619], [2.745990, 3.663388, -2.855081], [1.789042, 5.002609, -4.903254], [0.452148, 4.249152, -5.778889], [2.023108, 3.450502, -5.699109], [-1.105811, 2.917494, -4.542949], [-2.560128, 1.228972, -3.421729], [-2.876071, 2.423119, -2.159612], [-2.284372, 0.829943, -1.712134], [4.292680, -7.458630, 0.888427], [3.601354, -5.864956, 0.744966], [3.687483, -4.971538, 1.825504], [3.154818, -3.711658, 1.738926], [2.497668, -3.265354, 0.567434], [2.000043, -2.073225, 0.517916], [2.423539, -4.183205, -0.508836], [1.799663, -3.828837, -1.748894], [1.247100, -2.757707, -2.000651], [2.980220, -5.473960, -0.402160], [4.184345, -5.292536, 2.732406], [3.222867, -3.021504, 2.572234], [1.837828, -4.588906, -2.543480], [2.906173, -6.154751, -1.243860]], "forces_ev_per_angstrom": [[1.312, 0.383, -0.195], [0.092, 0.111, 0.048], [-0.160, 0.028, 0.009], [-0.048, -0.015, 0.060], [-0.151, -0.043, 0.140], [0.082, -0.236, 0.182], [0.040, 0.186, -0.104], [0.016, 0.195, 0.389], [-0.107, -0.089, 0.155], [-0.872, -0.812, -0.588], [0.057, 0.023, -0.026], [-0.001, -0.085, -0.051], [-0.040, 0.094, -0.077], [0.056, 0.031, -0.097], [-0.053, 0.075, -0.077], [0.001, 0.064, -0.006], [0.096, 0.078, -0.037], [-0.022, -0.087, 0.031], [-0.160, 0.055, 0.193], [-0.035, 0.004, 0.030], [-0.043, 0.002, 0.027], [0.008, -0.014, 0.094], [-0.033, -0.063, -0.015], [0.031, -0.024, 0.079], [-0.029, 0.057, 0.025], [0.041, -0.031, -0.056], [0.013, 0.009, -0.046], [-0.031, 0.047, 0.020], [0.152, -0.098, -0.219], [0.083, 0.215, -0.032], [-0.053, 0.149, 0.276], [0.001, 0.040, -0.042], [-0.051, 0.111, -0.038], [0.040, -0.014, -0.005], [0.016, 0.028, -0.046], [-0.012, -0.035, 0.092], [-0.054, -0.040, 0.008], [-0.062, -0.027, -0.092], [0.007, 0.046, -0.071], [-0.021, 0.027, 0.005], [-0.001, -0.040, 0.015], [-0.015, 0.021, 0.037], [0.043, -0.044, -0.014], [-0.013, -0.006, -0.025], [-0.053, -0.003, -0.027], [-0.021, 0.004, -0.026], [0.030, -0.048, -0.022], [0.029, -0.023, -0.019], [-0.028, 0.033, -0.010], [0.034, 0.040, 0.012], [0.005, -0.010, -0.009], [0.019, 0.018, 0.017], [0.051, 0.007, -0.074], [0.040, -0.029, -0.010], [0.021, 0.013, -0.028], [0.021, -0.019, 0.007], [-0.006, -0.019, -0.020], [0.025, -0.041, -0.008], [-0.017, 0.003, 0.033], [0.013, -0.120, 0.008], [0.005, -0.025, -0.023], [-0.045, 0.004, 0.014], [-0.082, -0.040, 0.022], [-0.028, -0.048, -0.003], [0.021, -0.013, 0.033], [-0.027, 0.015, 0.027], [0.044, -0.015, 0.062], [0.018, 0.033, 0.051], [0.039, -0.035, -0.013], [0.012, -0.011, 0.006], [-0.038, 0.089, 0.000], [0.056, -0.008, 0.132], [0.022, -0.025, 0.007], [0.110, -0.016, 0.137], [-0.083, 0.143, 0.104], [-0.192, 0.191, 0.013], [-0.050, -0.101, -0.147], [0.036, 0.020, 0.086], [-0.058, -0.167, -0.097], [-0.047, -0.017, -0.166], [-0.012, 0.008, -0.007], [0.001, -0.052, -0.041], [0.018, -0.050, -0.016], [-0.003, 0.037, 0.039]], "mulliken_charge": [1.90, -0.55, 0.62, -0.52, -1.13, -0.14, -0.41, 0.32, -0.69, -0.49, 0.46, 0.61, 0.49, 0.31, 0.35, -1.31, 0.55, -1.63, 0.47, 0.65, -1.50, -1.47, -0.08, 0.14, 0.48, -1.74, -1.17, -0.87, -0.12, 0.61, 0.34, 0.83, -1.44, -0.96, 0.81, -1.59, -0.88, 0.78, -1.60, 0.57, 0.22, -0.03, 0.61, 0.33, 0.49, 0.28, 0.51, 0.20, 0.35, 0.47, 0.29, 0.46, 0.18, 0.13, 0.36, 0.39, 0.31, 0.40, 0.50, 0.10, 0.25, 0.47, 0.38, 0.36, 0.40, 0.29, 0.32, 0.46, 0.45, -0.16, -0.24, 0.07, -0.62, -0.68, 0.13, -0.23, 0.94, -0.32, -0.38, -1.03, 0.43, 0.44, 0.28, 0.42], "gap_ev": 6.885, "e_tot_ha": -3900.2523}